(1)
# C28H45F7O3S

A 3-piece molecular cluster, C28H45F7O3S overall at a distorted geometry (the ωB97M-V functional and the def2-TZVPD basis, the Open Molecules 2025 dataset).

Geometry (Å):
C1 4.053 -0.990 -1.831
C2 3.907 0.576 -2.312
C3 2.827 0.779 -3.564
C4 1.899 2.120 -3.424
O1 0.884 2.081 -2.362
C5 -0.281 1.261 -2.719
C6 -1.432 1.850 -3.475
C7 -1.602 3.396 -3.955
F1 -0.392 4.237 -3.940
F2 -2.188 3.555 -5.339
C8 -2.663 4.105 -2.874
F3 -2.178 3.697 -1.514
F4 -4.018 3.532 -3.047
C9 -2.794 5.729 -3.058
F5 -3.136 6.183 -4.425
F6 -3.955 6.148 -2.186
F7 -1.619 6.499 -2.514
C10 -2.662 0.771 -3.823
O2 -3.587 0.985 -4.783
C11 -2.818 -0.698 -3.038
C12 -4.247 -1.568 -3.059
C13 -4.036 -3.182 -3.184
C14 -3.794 -3.993 -1.790
S1 -4.735 -3.365 -0.301
C15 -1.630 -1.187 -2.290
C16 -0.235 -0.324 -2.216
O3 0.837 -0.937 -1.710
H1 3.707 -1.016 -0.693
H2 5.147 -1.406 -1.848
H3 3.276 -1.628 -2.443
H4 3.656 1.328 -1.445
H5 4.984 0.895 -2.714
H6 3.513 0.946 -4.526
H7 2.218 -0.215 -3.802
H8 1.362 2.316 -4.444
H9 2.591 3.062 -3.189
H10 -4.956 -1.210 -2.200
H11 -4.778 -1.224 -4.072
H12 -4.933 -3.647 -3.796
H13 -3.070 -3.372 -3.860
H14 -2.647 -4.127 -1.488
H15 -4.177 -5.108 -1.978
H16 -4.409 -1.979 -0.148
H17 -1.670 -2.190 -1.684
C17 2.796 -2.303 4.729
C18 2.201 -3.549 4.091
C19 2.879 -3.938 2.774
C20 2.764 -2.907 1.647
C21 1.336 -2.519 1.254
C22 0.524 -3.686 0.713
H18 2.667 -1.422 4.092
H19 2.301 -2.096 5.683
H20 3.864 -2.436 4.923
H21 1.125 -3.408 3.943
H22 2.307 -4.383 4.795
H23 2.464 -4.895 2.437
H24 3.943 -4.124 2.966
H25 3.280 -3.304 0.763
H26 3.309 -1.998 1.928
H27 1.389 -1.745 0.479
H28 0.813 -2.069 2.103
H29 1.009 -4.127 -0.163
H30 -0.471 -3.342 0.411
H31 0.389 -4.468 1.466
C23 1.046 1.117 1.601
C24 0.840 2.428 2.344
C25 1.054 2.308 3.856
C26 0.090 1.364 4.582
C27 -1.397 1.693 4.421
C28 -1.778 3.050 4.991
H32 0.323 0.358 1.913
H33 0.920 1.272 0.524
H34 2.054 0.726 1.771
H35 -0.159 2.821 2.127
H36 1.551 3.165 1.951
H37 0.988 3.308 4.299
H38 2.079 1.964 4.042
H39 0.341 1.371 5.651
H40 0.260 0.336 4.242
H41 -1.979 0.923 4.942
H42 -1.690 1.640 3.368
H43 -1.530 3.112 6.055
H44 -2.856 3.213 4.885
H45 -1.268 3.865 4.469

Results
energy	-65753.7196	eV
frontier orbital gap	7.04	eV
SMILES	CCCCOC1=C(C(F)(F)C(F)(F)C(F)(F)F)C(=O)C(CCCS)=CC1=O.CCCCCC.CCCCCC

---

(2)
# C28H46BrNOP2Pd

C28H46BrNOP2Pd as an isolated structure at a distorted geometry (the ωB97M-V functional and the def2-TZVPD basis, the Open Molecules 2025 dataset).

Geometry (Å):
N1 -3.973 -5.888 -2.136
C1 -3.196 -5.974 -1.070
C2 -2.240 -4.986 -0.774
C3 -2.207 -3.787 -1.531
C4 -2.981 -3.773 -2.707
C5 -3.858 -4.846 -2.952
C6 -1.610 -2.614 -0.858
Pd1 -0.736 -0.623 -0.985
P1 -0.125 3.473 0.675
C7 -2.438 -1.493 -0.570
C8 -2.505 -0.920 0.800
C9 -3.422 0.137 1.026
C10 -3.760 0.494 2.331
C11 -3.080 -0.126 3.407
C12 -2.120 -1.130 3.188
C13 -1.894 -1.567 1.884
Br1 -3.476 0.349 5.133
H1 -0.746 -2.852 -0.224
H2 -3.249 -1.246 -1.240
H3 -1.570 -5.119 0.070
H4 -2.930 -2.947 -3.412
H5 -3.309 -6.838 -0.400
H6 -4.512 -4.847 -3.825
H7 -3.861 0.625 0.149
H8 -1.263 -2.445 1.694
H9 -4.482 1.286 2.504
H10 -1.596 -1.595 4.017
P2 1.171 -0.400 -2.098
C14 -1.114 2.586 1.916
C15 -1.929 3.587 2.751
H11 -0.426 2.001 2.544
H12 -1.762 1.865 1.394
H13 -2.360 3.096 3.627
H14 -1.291 4.412 3.094
H15 -2.746 4.018 2.165
C16 -0.725 3.176 -1.009
C17 -0.923 4.529 -1.708
H16 -1.667 2.615 -0.938
H17 -0.001 2.541 -1.538
H18 -1.538 4.419 -2.603
H19 -1.421 5.243 -1.044
H20 0.034 4.968 -2.001
C18 1.608 2.954 0.906
C19 2.380 3.913 1.819
H21 2.076 2.951 -0.086
H22 1.612 1.925 1.291
H23 3.459 3.773 1.682
H24 2.137 4.957 1.582
H25 2.150 3.742 2.879
C20 2.580 0.217 -1.106
C21 3.992 0.406 -1.682
H26 2.617 -0.420 -0.216
H27 2.186 1.184 -0.766
H28 4.523 -0.551 -1.814
H29 3.997 0.959 -2.633
H30 4.566 1.006 -0.950
C22 1.089 0.865 -3.420
C23 -0.295 0.836 -4.033
H31 1.892 0.625 -4.134
H32 1.339 1.825 -2.965
H33 -0.299 0.187 -4.916
H34 -1.047 0.452 -3.315
H35 -0.598 1.854 -4.329
C24 1.819 -1.897 -2.900
C25 2.241 -2.881 -1.820
H36 2.655 -1.564 -3.543
H37 1.031 -2.284 -3.558
H38 1.706 -3.824 -1.918
H39 3.316 -3.076 -1.910
H40 2.046 -2.505 -0.807
C26 2.301 -0.573 4.389
C27 2.651 -0.446 2.918
C28 4.134 -0.486 2.630
O1 1.795 -0.295 2.040
H41 2.964 -1.302 4.880
H42 1.258 -0.887 4.499
H43 2.443 0.411 4.862
H44 4.317 -0.778 1.593
H45 4.556 0.516 2.800
H46 4.640 -1.188 3.305

Results
energy relative to the best compared isomer or geometry (same formula, charge and spin)	0.0	kcal/mol
energy	-125402.4406	eV
frontier orbital gap (alpha / beta)	7.24 / 5.20	eV
<S²>	2.02
multiplicity	3
total charge	+2

---

(3)
# C28H46Cl3GeN4PPt

C28H46Cl3GeN4PPt as an isolated structure (the ωB97M-V functional and the def2-TZVPD basis, the Open Molecules 2025 dataset).

Geometry (Å):
Pt1 -0.246 0.615 -1.053
N1 -1.521 2.132 0.125
C1 -1.425 3.616 0.041
C2 -1.945 4.208 -1.259
C3 -0.951 4.225 -2.421
C4 -0.632 2.888 -3.071
N2 0.418 2.065 -2.378
H1 -2.481 1.849 -0.059
H2 -1.322 1.840 1.081
H3 -0.380 3.896 0.171
H4 -1.965 4.027 0.896
H5 -2.219 5.240 -1.041
H6 -2.874 3.714 -1.563
H7 -0.028 4.732 -2.118
H8 -1.373 4.847 -3.212
H9 -0.282 3.050 -4.091
H10 -1.540 2.287 -3.139
H11 1.140 2.679 -2.008
H12 0.913 1.500 -3.077
C5 3.582 -0.365 1.774
C6 2.583 -0.629 0.638
C7 3.263 -1.013 -0.668
P1 1.347 0.734 0.594
C8 2.117 2.397 0.605
C9 3.275 2.421 -0.404
C10 2.519 2.975 1.965
C11 0.265 0.293 1.958
C12 0.472 0.579 3.311
C13 -0.283 -0.031 4.302
C14 -0.070 0.272 5.757
C15 -1.244 -0.961 3.896
C16 -1.463 -1.267 2.564
C17 -0.716 -0.638 1.565
N3 -0.908 -0.862 0.188
C18 -1.714 -2.004 -0.128
C19 -3.175 -1.864 -0.149
C20 -3.797 -0.506 -0.202
C21 -3.967 -2.978 -0.057
C22 -3.434 -4.269 0.105
C23 -4.326 -5.453 0.212
C24 -2.045 -4.423 0.207
C25 -1.182 -3.347 0.177
C26 0.256 -3.533 0.525
H13 4.194 -1.259 1.893
H14 3.095 -0.177 2.731
H15 4.257 0.459 1.549
H16 1.944 -1.454 0.960
H17 3.888 -0.215 -1.064
H18 2.540 -1.286 -1.434
H19 3.909 -1.871 -0.474
H20 1.316 3.027 0.211
H21 4.143 1.884 -0.027
H22 3.582 3.455 -0.566
H23 3.016 1.980 -1.371
H24 3.267 2.367 2.471
H25 1.662 3.108 2.623
H26 2.956 3.960 1.798
H27 1.241 1.281 3.603
H28 0.669 1.058 5.899
H29 0.274 -0.615 6.290
H30 -1.000 0.592 6.227
H31 -1.845 -1.457 4.649
H32 -2.231 -1.991 2.316
H33 -3.751 -0.063 0.798
H34 -4.843 -0.569 -0.495
H35 -3.281 0.146 -0.903
H36 -5.044 -2.865 -0.099
H37 -5.332 -5.246 -0.142
H38 -4.392 -5.751 1.264
H39 -3.912 -6.306 -0.327
H40 -1.640 -5.416 0.362
H41 0.550 -4.575 0.420
H42 0.384 -3.244 1.573
H43 0.912 -2.911 -0.077
Cl1 -1.663 -0.372 -2.972
Ge1 -1.430 -2.441 -2.200
Cl2 -2.878 -3.604 -3.150
Cl3 0.519 -2.986 -2.744
C27 4.044 -0.362 -5.379
C28 3.072 -0.073 -4.334
N4 2.305 0.155 -3.508
H44 4.376 -1.396 -5.299
H45 4.902 0.300 -5.277
H46 3.585 -0.208 -6.355

Results
energy relative to the best compared isomer or geometry (same formula, charge and spin)	5.9	kcal/mol
energy	-142341.1351	eV
frontier orbital gap (alpha / beta)	6.33 / 5.67	eV
<S²>	0.76
multiplicity	2
total charge	+3